# C17H13N3O6S

One molecule with the formula C17H13N3O6S in a non-equilibrium geometry (wB97M-V/def2-TZVPD, the OMol25 dataset).

```
! RIJCOSX wB97M-V def2-TZVPD def2/J DEFGRID3
* xyz 0 1
O 6.3637 2.2255 -2.2357
O -0.5036 3.1136 -1.9539
O 0.6758 4.0591 -3.5307
N 0.5926 1.4865 2.0771
N -0.0085 0.2624 2.2473
O -1.0435 1.4502 0.5835
O -1.9734 -4.4045 2.5737
O -4.1804 -2.2106 -1.3276
S 0.4340 3.8042 0.8114
C 5.4341 2.9905 -2.3725
C -0.0758 2.2337 1.1452
C -0.9338 0.2625 1.2935
C -3.1869 -3.3621 0.7692
C 3.0409 3.2473 0.4192
C 4.2270 3.0102 -0.2088
C -1.4446 -2.1108 1.8906
C -2.6454 -1.1285 -0.0584
C 2.9428 3.2160 -2.3394
C -2.2093 -3.2458 1.7905
C -3.3979 -2.2435 -0.1146
C 1.8098 3.3815 -0.2811
C -1.6814 -0.9614 1.0396
C 4.1806 3.0022 -1.6952
C 1.7230 3.3708 -1.6304
N 0.5945 3.4567 -2.4203
C -0.8517 -4.4053 3.5710
C -3.9184 -3.3211 -2.2086
H 5.5702 3.8787 -2.9978
H -3.7711 -4.2823 0.7951
H 3.0735 3.5267 1.4897
H 5.1711 2.9393 0.3340
H -0.6015 -2.1518 2.5842
H -2.7790 -0.3478 -0.7894
H 2.8854 3.3955 -3.4043
H -0.9536 -3.5330 4.2280
H 0.0434 -4.2516 2.9624
H -0.8278 -5.3109 4.1638
H -2.9475 -3.8431 -2.0680
H -4.7253 -4.1285 -1.8874
H -4.1018 -3.0706 -3.2451
*
```

## Properties
HOMO-LUMO gap	7.20	eV
SMILES	COc1cc(OC)cc(-c2nnc(Sc3ccc(C=O)cc3[N+](=O)[O-])o2)c1

# C3H6O3P

An isolated ion of composition C3H6O3P and charge -1 in a non-equilibrium geometry (wB97M-V/def2-TZVPD, the OMol25 dataset).

```
! RIJCOSX wB97M-V def2-TZVPD def2/J DEFGRID3
* xyz -1 1
C 0.3772 -0.5592 0.9975
C 1.4049 -1.0821 0.0885
C -0.4308 1.4332 -0.6722
O -1.1473 -1.3047 -1.1571
O -2.3134 -0.0601 0.6662
O 2.3874 -0.4704 -0.2366
P -1.0964 -0.2274 -0.1357
H 0.0431 -1.3857 1.6484
H 0.6197 0.4020 1.5083
H 1.1596 -2.0232 -0.4524
H -0.0921 1.9849 0.2501
H 0.3882 1.3325 -1.3979
H -1.3002 1.9604 -1.1072
*
```

## Properties
HOMO-LUMO gap	8.98	eV
SMILES	C[P@](=O)([O-])CC=O

One value per record, in order, for DFT total energy: -1669.25069, -685.10801 Ha.
One value per record, in order, for relative energy (zero: lowest compared OMol25 entry of this formula, charge and spin): 631.6, 6.9 kJ/mol.
One value per record, in order, for lowest unoccupied orbital energy: -1.51, 4.09 eV.